The molecule C2H7N3O at a distorted geometry. Source: the OMol25 dataset; level of theory: the ωB97M-V functional and the def2-TZVPD basis.

Output
- HOMO: -0.3019 hartree
- Relative energy (zero: lowest compared OMol25 entry of this formula, charge and spin): 719.7 kJ/mol
- Orbital gap: 9.02 eV
- Spin multiplicity: 1
- SMILES: C/C(=N/O)NN

XYZ file:
```
13
Properties=species:S:1:pos:R:3:forces:R:3
C -0.9227 -1.4631 -0.7155 -3.337 -2.949 -2.008
C -0.1653 -0.3496 -0.1381 2.406 4.336 2.499
N 0.1684 -0.2998 1.1290 -0.925 -4.591 1.115
O 1.3774 0.2583 1.5729 1.636 -0.877 1.244
N 0.2434 0.7859 -0.7894 2.196 -0.662 0.041
N 0.6013 2.0508 -0.0638 -4.901 -1.642 1.198
H -0.5919 -2.4311 -0.1197 -0.701 1.953 -1.651
H -2.1867 -1.4499 -0.6120 3.593 0.382 -0.042
H -0.8039 -1.5937 -1.9718 0.093 0.433 3.797
H 1.8249 -0.4250 2.2420 -2.122 1.914 -2.241
H -0.2315 1.0022 -1.6075 -0.437 0.596 -1.886
H 1.3093 1.8759 0.7862 -2.613 -0.234 -2.327
H -0.6227 2.0392 0.2877 5.112 1.341 0.260
```
Forces are in eV/Å.